Molecular formula: CH2O4S2
Method: DFT, the ωB97M-V functional and the def2-TZVPD basis

Each line ends with the Mulliken charge.
Atoms and positions in Å:
C  -0.0282  0.2025  0.2754  -0.7337
O  2.5816  0.7317  0.6618  -0.6751
O  -2.3709  0.3756  -1.0934  -0.6361
O  1.4374  1.9007  -1.2365  -0.6376
O  -2.4829  1.3096  1.2819  -0.5981
S  1.2787  1.4233  0.2010  0.2961
S  -1.8165  1.3148  -0.0454  0.4122
H  -0.1629  -0.1662  1.2985  0.2850
H  0.0757  -0.5806  -0.4961  0.2873

Summary:
charge = -2
2S+1 = 1
HOMO energy = 0.750 eV
electronic energy = -1136.5810 Eh

***

Molecular formula: C16H32BeFNO16
Method: DFT, the ωB97M-V functional and the def2-TZVPD basis

Each line ends with the Mulliken charge.
Atoms and positions in Å:
Be  -0.6634  0.0393  0.3421  1.6895
N  0.9487  2.2333  -1.3296  0.6019
O  0.5725  2.4539  -0.1846  -0.3869
O  0.4904  1.1978  -1.7419  -0.2599
O  1.7907  2.8993  -1.9049  -0.7318
F  -1.7644  -1.7924  1.5976  -0.7984
C  2.6672  -0.5396  3.5920  -0.4535
C  3.5023  0.4802  2.9467  -0.6293
C  2.5768  1.1397  2.0185  -0.5120
O  1.4747  0.1839  1.8157  0.1464
C  1.9079  -1.0497  2.3672  -0.5640
H  2.0578  -0.1620  4.4131  0.2712
H  3.3586  -1.3058  3.9427  0.3718
H  4.2503  0.0263  2.2967  0.3112
H  3.9797  1.1657  3.6469  0.3293
H  3.0487  1.3643  1.0619  0.2271
H  2.2446  2.0249  2.5607  0.2377
H  2.3819  -1.6945  1.6272  0.1478
H  1.0871  -1.6821  2.7054  0.2442
C  -0.6394  4.3005  2.3120  -0.4574
O  -0.4503  3.4329  3.4268  -0.3794
C  -0.7453  2.1709  3.3587  0.7136
O  -1.2118  1.5704  2.3355  -0.2929
O  -0.4150  1.6618  4.5434  -0.3681
C  -0.6886  0.3040  4.9229  -0.3989
H  -0.7768  5.3038  2.7154  0.3034
H  -1.4152  3.9854  1.6142  0.1366
H  0.2750  4.3559  1.7213  0.2189
H  0.0673  -0.3308  4.4606  -0.0312
H  -1.6550  -0.0662  4.5806  0.2506
H  -0.7923  0.1777  6.0006  0.2445
C  3.5455  -0.5625  -1.3647  -0.1973
O  3.0622  -1.9124  -1.5511  -0.3760
C  1.7660  -2.2550  -1.2194  0.4153
O  0.9474  -1.4979  -0.6694  -0.0748
O  1.5604  -3.6247  -1.4557  -0.2919
C  2.5816  -4.5098  -1.9705  -0.7480
H  3.2669  0.1112  -2.1750  0.2828
H  4.6323  -0.5329  -1.2873  0.2858
H  3.0435  -0.1648  -0.4827  -0.2479
H  2.4429  -5.5137  -1.5693  0.2776
H  3.5619  -4.3002  -1.5424  0.3201
H  2.5787  -4.4539  -3.0591  0.2827
C  -2.6978  2.4812  -3.0917  -0.4611
O  -3.6056  2.8382  -2.0231  -0.3479
C  -3.5188  2.1071  -0.9766  0.6497
O  -2.6204  1.2940  -0.6357  -0.2889
O  -4.5176  2.4727  -0.1451  -0.3918
C  -4.6041  1.9285  1.1630  -0.4875
H  -1.6680  2.6898  -2.8017  0.1841
H  -2.9750  3.0598  -3.9729  0.3064
H  -2.6744  1.4429  -3.4226  0.1531
H  -5.5423  2.0547  1.7033  0.3256
H  -3.7957  2.2121  1.8368  0.0702
H  -4.3920  0.8599  1.1977  0.2616
C  -0.0135  -1.3134  -4.3476  -0.1947
O  -1.0899  -2.1291  -4.0131  -0.3667
C  -1.8088  -2.0091  -2.8317  0.3500
O  -1.7008  -1.0866  -2.0346  -0.1833
O  -2.7878  -2.9856  -2.7064  -0.2736
C  -2.8053  -4.0984  -3.5774  -0.6545
H  0.7014  -1.2615  -3.5265  -0.0785
H  -0.3628  -0.3251  -4.6466  0.2406
H  0.5839  -1.7251  -5.1611  0.2728
H  -1.8542  -4.5734  -3.8181  0.2625
H  -3.2625  -3.7273  -4.4947  0.2817
H  -3.4420  -4.8384  -3.0923  0.2596

Summary:
2S+1 = 1
HOMO energy = -8.681 eV
electronic energy = -2001.7741 Eh

***

Molecular formula: C21H38N9NiO3
Method: DFT, the ωB97M-V functional and the def2-TZVPD basis

Each line ends with the Mulliken charge.
Atoms and positions in Å:
Ni  0.4287  0.4552  -0.1578  0.5974
C  -1.9007  1.5530  3.2807  -1.7389
C  -1.2146  0.8801  2.1382  0.6764
N  -0.7553  1.5069  1.1081  1.0916
O  -0.8938  2.8962  1.1349  -0.7065
C  -1.0249  -0.5728  2.1460  0.0405
C  -1.5656  -1.4653  3.2056  -1.9578
N  -0.3045  -1.0016  1.1350  0.9230
O  -0.0330  -2.2510  1.0249  -0.9103
H  -1.7570  2.6275  3.2751  0.4772
H  -1.5364  1.1324  4.2180  0.3881
H  -2.9721  1.3428  3.2400  0.3001
H  -0.6172  3.1366  0.2419  0.2011
H  -2.5951  -1.2175  3.4682  0.4428
H  -0.9765  -1.4203  4.1258  0.3299
H  -1.5282  -2.4895  2.8417  0.4515
N  2.1810  0.6138  -1.5322  -0.5880
C  3.0857  1.7758  -1.3617  -1.2581
C  2.3367  3.0909  -1.2535  0.2587
C  1.5437  3.4716  -2.5138  -0.8534
C  0.0412  3.5386  -2.3018  -0.8998
N  -0.4670  2.2349  -1.8414  -0.3942
H  2.7319  -0.2322  -1.4138  0.2214
H  1.8322  0.5604  -2.4843  0.2711
H  3.7930  1.8237  -2.1951  0.4875
H  3.6688  1.5934  -0.4594  0.4712
H  3.0671  3.8674  -1.0207  0.5829
H  1.6671  3.0494  -0.3866  -0.2684
H  1.7578  2.7674  -3.3272  0.3558
H  1.8774  4.4379  -2.8955  0.3612
H  -0.4585  3.8781  -3.2131  0.4459
H  -0.1849  4.2880  -1.5351  0.3751
H  -0.4078  1.5488  -2.5881  0.1864
H  -1.4610  2.2819  -1.6376  0.2904
N  2.7815  -3.3298  2.5471  -0.2615
C  3.6295  -2.3810  3.0143  0.0854
O  4.6283  -2.6174  3.6612  -0.6251
C  3.2456  -0.9632  2.6927  -0.2381
C  3.6438  0.0846  3.5078  -0.2803
C  3.1777  1.3603  3.2294  -1.1904
C  2.3190  1.5421  2.1567  -0.2407
N  1.9648  0.5379  1.3487  0.5604
C  2.4492  -0.6785  1.6037  -0.2357
H  2.9981  -4.2855  2.7758  0.2196
H  1.8770  -3.1118  2.1519  0.2467
H  4.2932  -0.1181  4.3496  0.5276
H  3.4465  2.2037  3.8493  0.4420
H  1.8752  2.5072  1.9438  0.5610
H  2.1173  -1.4602  0.9324  0.5159
C  -4.4019  -1.5787  -0.9245  -0.6012
C  -3.9738  -0.1503  -0.6770  -0.6807
N  -2.5471  0.0123  -0.9648  0.1325
C  -1.7781  -0.8949  -1.6465  0.5323
N  -0.4750  -0.7305  -1.6215  0.3467
C  0.3660  -1.7553  -2.2377  -1.0322
C  -0.3382  -3.0876  -2.3676  -0.9420
C  -1.6619  -2.8691  -3.0610  -0.6839
N  -2.4266  -1.8761  -2.3155  0.1359
C  -3.8818  -1.9924  -2.2837  -0.6558
H  -5.4875  -1.6633  -0.8886  0.3984
H  -3.9807  -2.2383  -0.1620  0.2526
H  -4.1341  0.1391  0.3624  0.3054
H  -4.5589  0.5304  -1.3008  0.3754
H  -2.0289  0.5133  -0.2588  -0.2399
H  1.2508  -1.8937  -1.6119  0.1329
H  0.7207  -1.4264  -3.2241  0.4413
H  -0.5131  -3.4890  -1.3668  0.2324
H  0.2735  -3.7969  -2.9248  0.4867
H  -2.2515  -3.7856  -3.0816  0.4729
H  -1.5184  -2.5489  -4.0989  0.2016
H  -4.1244  -3.0312  -2.5027  0.4180
H  -4.3340  -1.3795  -3.0715  0.2322

Summary:
charge = +1
2S+1 = 3
HOMO energy (spin up / spin down) = -10.609 / -10.577 eV
electronic energy = -3049.6481 Eh